ORCA calculation (wB97M-V/def2-TZVPD) on C13H23F3N2O3 in the gas phase at a distorted geometry.

Geometry as XYZ:
```
44
Properties=species:S:1:pos:R:3:forces:R:3
C 1.554 -1.351 1.632 1.8 0.5 1.2
C 1.415 -0.301 0.499 -0.6 -0.1 -0.4
C 2.525 0.867 0.524 -3.1 2.7 -2.0
N 2.168 2.110 1.286 -2.6 1.2 1.0
C 3.108 3.303 1.263 -0.6 -2.5 -1.4
C 4.421 2.812 1.863 -1.5 0.2 1.7
O 4.263 1.974 3.027 0.8 0.7 -0.2
C 0.746 2.548 0.976 1.1 -0.2 0.1
C -0.285 1.406 1.154 0.2 1.1 -2.7
N 0.010 0.222 0.340 1.7 0.6 -1.1
C -1.060 -0.733 -0.011 1.1 0.1 1.1
C -0.980 -1.205 -1.466 2.5 -1.5 -0.7
C -0.809 -0.117 -2.540 1.4 -0.4 -0.9
C -1.953 -2.297 -1.908 0.0 -1.3 1.0
O -1.494 -3.336 -2.309 -0.9 0.1 -0.5
O -3.291 -2.105 -1.661 -0.5 0.8 0.1
C -4.353 -2.922 -2.222 0.9 -2.0 1.3
C -5.604 -3.068 -1.242 1.8 2.9 -1.2
F -6.572 -3.785 -1.757 -0.8 0.1 -1.3
F -5.351 -3.613 -0.109 1.2 -1.0 2.2
F -6.016 -1.779 -0.956 -0.4 -0.9 -0.5
H 1.282 -0.929 2.639 0.4 -0.2 -0.9
H 0.998 -2.303 1.558 0.1 0.6 -0.5
H 2.675 -1.622 1.650 -1.7 0.2 0.2
H 1.688 -0.863 -0.426 -0.3 0.5 0.4
H 3.409 0.540 0.921 2.2 -1.2 0.9
H 2.705 1.254 -0.552 -0.2 -1.0 1.1
H 3.218 3.552 0.177 0.4 0.3 0.7
H 2.719 4.192 1.782 -0.3 -0.7 0.0
H 4.974 2.257 1.177 1.1 -0.8 -1.4
H 4.946 3.673 2.198 0.9 0.7 0.1
H 3.359 1.692 3.115 -0.9 0.0 -0.3
H 0.475 3.591 1.413 0.5 -2.2 0.1
H 0.579 2.732 -0.082 0.7 0.2 -0.8
H -0.442 1.116 2.126 -0.7 -0.2 2.7
H -1.127 1.926 0.668 -0.5 -0.7 0.7
H -1.022 -1.538 0.798 -0.5 0.3 -1.5
H -2.011 -0.253 0.009 -0.7 0.7 0.8
H -0.003 -1.798 -1.574 -1.4 0.6 0.3
H -1.232 -0.388 -3.541 0.6 -0.2 0.8
H 0.292 0.179 -2.646 -1.5 -0.6 0.0
H -1.292 0.777 -2.307 -1.0 1.6 0.7
H -3.957 -3.971 -2.362 -0.4 1.1 -0.2
H -4.674 -2.446 -3.128 -0.3 0.0 -0.5
```
Forces are in eV/Å.

As for the HOMO-LUMO gap: 9.0 eV. Its total energy is -1143.8891 Ha. The HOMO energy is -8.34 eV. Its multiplicity is 1. Its SMILES is C[C@@H]1CN(CCO)CCN1C[C@H](C)C(=O)OCC(F)(F)F.

Quick look at the Mulliken charges, all values in e:
1 C -1.3600
2 C 0.2614
3 C -1.0159
4 N -0.0185
5 C -0.5773
6 C -0.5790
7 O -0.5370
8 C -0.9252
9 C -0.7655
10 N 0.7259
11 C -1.4277
12 C 1.4342
13 C -1.3741
14 C -0.1732
15 O -0.5779
16 O -0.2251
17 C -0.6509
18 C 0.8734
19 F -0.2481
20 F -0.2473
21 F -0.2685
22 H 0.2708
23 H 0.3685
24 H 0.3752
25 H 0.0905
26 H 0.4858
27 H 0.3140
28 H 0.3442
29 H 0.4139
30 H 0.3314
31 H 0.3841
32 H 0.3542
33 H 0.3128
34 H 0.3944
35 H 0.3333
36 H 0.4187
37 H 0.2057
38 H 0.5207
39 H 0.0803
40 H 0.4032
41 H 0.2182
42 H 0.3940
43 H 0.3385
44 H 0.3237

ORCA calculation (wB97M-V/def2-TZVPD) on a molecular structure, C13H23F3NO4P2Ti at a distorted geometry.

Geometry as XYZ:
```
47
Properties=species:S:1:pos:R:3:forces:R:3
Ti 0.091 0.700 0.014 -0.4 1.2 2.1
P -2.264 0.358 -0.624 -1.0 0.5 0.0
C -2.227 1.275 -2.237 -0.5 0.1 0.6
C -0.899 1.527 -2.833 -0.2 0.8 0.0
N 0.151 1.345 -2.002 -0.2 -0.9 0.1
C 1.397 1.565 -2.434 0.4 0.4 -0.6
C 1.602 2.238 -3.628 0.6 0.1 0.1
C 0.518 2.539 -4.439 -0.3 0.2 -0.1
C -0.761 2.144 -4.069 0.1 -0.7 0.0
C 2.527 1.069 -1.578 0.6 0.6 0.0
P 2.218 -0.396 -0.497 1.6 -1.0 -0.5
H -1.622 2.257 -4.739 0.4 0.1 0.4
H 2.608 2.553 -3.912 -0.3 -0.3 0.0
H 0.649 3.088 -5.362 0.2 -0.1 0.0
H 3.338 0.756 -2.238 0.1 0.2 0.0
H 2.907 1.905 -0.986 0.2 0.0 0.2
H -2.929 0.812 -2.878 -0.5 -0.7 -1.2
H -2.691 2.256 -2.044 0.2 -0.3 0.1
H -0.960 -3.197 -4.346 0.3 -0.1 0.4
O -1.432 -3.392 -5.150 -0.4 0.3 -0.2
H -2.197 -2.799 -5.125 0.1 -0.3 -0.2
H 0.659 -4.263 0.269 0.4 -0.1 0.4
O -0.077 -4.581 -0.246 -0.4 0.6 -0.7
H -0.013 -4.087 -1.081 -0.1 -0.5 0.3
C 2.806 -1.753 -1.564 -0.5 -0.3 -0.2
H 3.833 -1.534 -1.899 -0.4 0.0 0.2
H 2.821 -2.697 -0.999 -0.1 0.3 -0.2
H 2.150 -1.852 -2.440 0.3 -0.1 0.2
C 3.517 -0.398 0.778 -0.2 0.3 0.4
H 3.403 -1.313 1.377 0.0 0.2 -0.2
H 4.519 -0.400 0.326 -0.4 0.1 0.0
H 3.397 0.465 1.445 0.2 -0.2 -0.1
C -3.222 1.658 0.195 0.1 0.1 0.7
H -4.204 1.673 -0.293 0.1 0.1 0.3
H -3.302 1.475 1.268 -0.2 0.1 -0.1
H -2.719 2.614 0.018 -0.2 -0.1 0.3
C -3.410 -1.064 -0.574 0.3 -0.5 -0.3
H -3.653 -1.280 0.482 0.1 0.3 -0.4
H -4.332 -0.842 -1.135 0.3 0.0 0.2
H -2.942 -1.971 -0.986 -0.2 0.3 0.1
F -0.183 0.994 5.189 0.1 -0.2 -1.9
C -0.084 0.686 3.883 -0.1 -0.9 0.8
F 0.995 -0.136 3.714 -0.7 0.7 -0.1
F -1.185 -0.047 3.520 0.7 0.5 0.2
C -0.013 1.938 2.940 -0.3 1.2 2.7
O -0.133 3.028 3.431 0.2 -1.2 -1.3
O 0.150 1.633 1.663 -0.1 -1.1 -2.3
```
Forces are in eV/Å.

As for the HOMO-LUMO gap (alpha / beta): 7.8 / 8.0 eV. As for the charge: +2. Its total energy is -2696.1334 Ha. The HOMO energy (alpha / beta) is -16.25 / -16.25 eV. Its multiplicity is 2.

Quick look at the Mulliken charges, all values in e:
1 Ti 0.1569
2 P 1.2330
3 C -1.4665
4 C 0.5924
5 N 0.1074
6 C 0.7464
7 C -0.9122
8 C -0.3969
9 C -0.7653
10 C -1.2944
11 P 1.1122
12 H 0.4762
13 H 0.5121
14 H 0.4768
15 H 0.5696
16 H 0.3901
17 H 0.6428
18 H 0.4400
19 H 0.2678
20 O -0.5762
21 H 0.3128
22 H 0.3103
23 O -0.5687
24 H 0.2760
25 C -1.2627
26 H 0.4418
27 H 0.4051
28 H 0.4028
29 C -1.2610
30 H 0.4103
31 H 0.4087
32 H 0.3925
33 C -1.5810
34 H 0.4341
35 H 0.4357
36 H 0.4939
37 C -1.0918
38 H 0.3957
39 H 0.4322
40 H 0.3919
41 F -0.2004
42 C 0.8023
43 F -0.2339
44 F -0.2386
45 C 0.3027
46 O -0.3877
47 O -0.5350

ORCA calculation (wB97M-V/def2-TZVPD) on a molecular structure, C13H23F6NPSiZn at a distorted geometry.

Geometry as XYZ:
```
46
Properties=species:S:1:pos:R:3:forces:R:3
Zn -5.472 -12.653 -5.143 -0.4 -0.8 0.1
C -8.369 -14.044 -4.578 0.6 0.1 -1.6
N -7.451 -13.101 -3.974 0.3 -0.2 1.0
C -7.122 -13.563 -2.585 -0.7 -1.2 -1.3
C -8.087 -11.770 -3.921 -0.1 -0.7 -0.4
C -7.036 -10.711 -3.884 -1.3 1.9 1.8
C -7.384 -9.458 -3.284 -0.5 -0.3 -0.2
C -6.468 -8.442 -3.067 0.5 -2.1 -1.2
C -5.154 -8.684 -3.557 0.7 1.8 0.5
C -4.796 -9.838 -4.201 -0.7 -0.7 0.2
C -5.763 -10.851 -4.269 1.3 0.3 -1.2
H -9.351 -14.062 -4.161 -0.9 0.4 0.5
H -8.031 -15.068 -4.546 0.6 -0.3 0.1
H -8.420 -13.754 -5.638 -0.4 -0.3 0.2
H -8.065 -13.614 -2.024 0.2 0.2 0.2
H -6.381 -12.949 -2.116 0.3 0.4 0.2
H -6.750 -14.604 -2.695 0.0 0.7 0.3
H -8.776 -11.767 -3.044 0.4 0.4 -0.5
H -8.680 -11.618 -4.838 0.0 -0.2 0.3
H -8.452 -9.337 -3.067 0.4 0.1 0.3
H -6.794 -7.566 -2.570 0.1 0.9 0.2
H -4.353 -7.910 -3.473 -0.9 -0.5 0.1
H -3.807 -9.992 -4.613 -0.1 0.1 0.1
F -4.319 -14.016 -4.074 0.5 0.5 -0.7
P -2.765 -13.193 -3.969 0.0 1.7 1.5
F -1.418 -12.341 -3.876 -0.2 -0.2 0.2
F -3.158 -12.400 -5.372 -0.4 -0.2 0.4
F -3.551 -12.039 -3.119 0.0 -0.3 -0.6
F -2.583 -13.967 -2.608 0.6 -0.5 0.1
F -2.073 -14.291 -4.806 0.0 -1.2 -0.6
C -7.853 -10.907 -7.638 -1.5 -0.4 0.1
Si -6.083 -11.361 -7.939 1.0 0.7 -0.5
C -4.948 -9.939 -7.405 0.9 0.0 -0.8
C -5.706 -11.402 -9.787 0.2 0.1 -0.4
C -5.574 -12.996 -7.216 -1.3 0.2 0.0
H -8.249 -10.312 -8.484 0.1 -0.6 0.1
H -8.060 -10.251 -6.791 0.4 0.0 0.3
H -8.497 -11.816 -7.459 0.5 0.8 -0.5
H -5.265 -9.421 -6.501 0.1 -0.1 -0.1
H -4.939 -9.190 -8.249 0.0 -0.7 0.8
H -3.877 -10.300 -7.302 -1.2 0.4 0.0
H -5.992 -10.388 -10.181 0.4 -0.9 0.1
H -6.273 -12.166 -10.342 0.2 0.2 0.1
H -4.600 -11.592 -9.934 -1.2 0.3 0.0
H -4.534 -13.176 -7.385 0.8 -0.3 0.0
H -6.206 -13.879 -7.470 0.4 0.6 0.5
```
Forces are in eV/Å.

As for the HOMO-LUMO gap (alpha / beta): 9.8 / 5.6 eV. Its total energy is -3573.4324 Ha. The HOMO energy (alpha / beta) is -9.52 / -8.84 eV. Its multiplicity is 2.

Quick look at the Mulliken charges, all values in e:
1 Zn -0.0410
2 C -1.0138
3 N 0.0685
4 C -1.2508
5 C -0.9045
6 C 0.6037
7 C -0.7456
8 C -1.0086
9 C -0.3092
10 C -0.2367
11 C 0.9107
12 H 0.3711
13 H 0.2993
14 H 0.2663
15 H 0.4410
16 H 0.3069
17 H 0.3630
18 H 0.4542
19 H 0.4808
20 H 0.3827
21 H 0.4833
22 H 0.3399
23 H 0.5179
24 F -0.5172
25 P 1.4857
26 F -0.3478
27 F -0.3699
28 F -0.3614
29 F -0.3590
30 F -0.3618
31 C -0.9969
32 Si 0.0834
33 C -0.9784
34 C -1.0404
35 C -0.8269
36 H 0.4223
37 H 0.3469
38 H 0.2789
39 H 0.3356
40 H 0.4023
41 H 0.2355
42 H 0.2616
43 H 0.3336
44 H 0.2519
45 H 0.4513
46 H 0.4922

ORCA calculation (wB97M-V/def2-TZVPD) on a molecular structure, C13H23I2N3O5P at a distorted geometry.

Geometry as XYZ:
```
47
Properties=species:S:1:pos:R:3:forces:R:3
C 0.722 -2.300 1.887 -0.3 0.0 -0.9
C -0.436 -1.384 1.458 0.8 -0.5 1.1
N 0.078 -0.430 0.477 -0.8 -0.7 -0.5
C -0.919 0.468 -0.157 0.3 1.5 0.7
C -0.309 1.072 -1.443 0.8 -1.0 -0.5
C 0.604 0.160 -2.317 -0.2 0.6 -0.2
C 2.070 0.614 -2.392 -0.6 -0.6 0.2
C 2.915 0.304 -1.154 1.1 0.6 -0.7
N 3.161 1.518 -0.346 -0.6 -0.9 0.2
C 3.322 1.398 1.016 -0.2 0.0 0.1
C 3.980 0.169 1.595 0.3 0.0 -0.3
O 2.969 2.282 1.760 0.0 0.6 0.4
C -1.140 1.694 0.832 -0.7 1.3 0.4
O -1.243 1.403 2.045 0.2 -0.4 -0.3
O -1.220 2.839 0.322 0.1 -0.9 0.0
N -2.241 -0.207 -0.320 1.5 0.3 -1.6
C -3.384 0.632 -0.245 -0.5 0.0 0.5
I -3.887 1.993 -1.802 0.2 -0.2 0.1
C -4.154 0.524 0.842 -0.1 0.0 -0.2
C -3.820 -0.403 1.980 -0.2 0.4 -0.2
I -5.900 1.661 1.128 0.2 -0.1 0.1
P -2.430 -1.407 -1.547 -2.5 -1.1 0.4
O -2.196 -0.719 -3.042 0.9 -0.3 0.4
O -1.191 -2.441 -1.284 0.4 0.7 -0.3
H 1.180 -2.702 0.977 0.2 0.0 0.1
H 1.489 -1.759 2.439 0.0 -0.1 0.2
H 0.338 -3.160 2.434 0.1 0.1 0.4
H -1.207 -2.033 1.058 -0.1 0.3 -0.2
H -0.819 -0.911 2.363 -0.3 0.3 -0.2
H 0.702 0.189 0.985 0.0 0.0 0.0
H 0.297 1.924 -1.147 -0.2 0.1 0.2
H -1.070 1.466 -2.105 -0.3 0.1 0.3
H 0.234 0.245 -3.343 0.0 -0.1 0.0
H 0.549 -0.893 -2.053 0.2 0.0 0.1
H 2.064 1.681 -2.620 0.2 0.1 0.0
H 2.509 0.102 -3.250 0.2 0.1 0.0
H 3.892 -0.020 -1.527 0.0 -0.2 0.1
H 2.512 -0.522 -0.575 -0.4 0.1 0.1
H 2.510 2.265 -0.549 0.1 0.1 0.1
H 3.901 -0.718 0.973 0.0 -0.1 0.1
H 5.038 0.406 1.715 0.1 -0.1 0.0
H 3.565 0.000 2.583 -0.1 -0.1 0.0
H -3.401 -1.313 1.563 0.0 -0.1 0.1
H -4.711 -0.616 2.563 0.0 -0.1 0.1
H -3.065 0.102 2.586 0.0 -0.1 0.1
H -1.452 -1.140 -3.494 0.1 0.2 0.0
H -0.407 -2.031 -0.872 0.1 0.1 0.0
```
Forces are in eV/Å.

As for the HOMO-LUMO gap: 7.3 eV. As for the charge: -1. Its total energy is -1986.4733 Ha. The HOMO energy is -4.86 eV. Its multiplicity is 1.

Quick look at the Mulliken charges, all values in e:
1 C -1.4091
2 C -0.3078
3 N 0.0615
4 C -0.3424
5 C -0.8393
6 C -0.6800
7 C -1.8564
8 C -0.1104
9 N -0.2785
10 C 0.6779
11 C -1.0523
12 O -0.6306
13 C 0.4226
14 O -0.7552
15 O -0.7731
16 N 1.2614
17 C -0.7864
18 I 0.0922
19 C 0.4928
20 C -0.9277
21 I 0.0057
22 P -0.3749
23 O -0.3843
24 O -0.4516
25 H 0.2813
26 H 0.2637
27 H 0.4510
28 H 0.3656
29 H 0.2557
30 H 0.3413
31 H 0.8925
32 H -0.0001
33 H 0.5003
34 H 0.3935
35 H 0.4272
36 H 0.5171
37 H 0.4960
38 H 0.0464
39 H 0.2870
40 H 0.3523
41 H 0.3128
42 H 0.2838
43 H 0.0958
44 H 0.5539
45 H 0.1685
46 H 0.2992
47 H 0.3609

ORCA calculation (wB97M-V/def2-TZVPD) on 2 unconnected molecules or ions with the total composition C13H23IO6S.

Geometry as XYZ:
```
44
Properties=species:S:1:pos:R:3:forces:R:3
C 3.232 -1.368 2.430 0.2 0.0 0.0
C 3.356 -0.007 1.722 0.2 0.0 0.0
O 2.162 0.761 1.719 -0.1 -0.2 0.1
C 1.268 0.479 0.666 -0.1 0.2 -0.2
C -0.205 0.440 1.095 0.2 -0.2 -0.2
C -0.546 -0.500 2.268 -0.8 -0.5 -0.2
C -0.334 -1.957 1.872 0.5 -0.1 0.2
C -1.429 -2.491 0.933 -0.2 -0.1 0.2
O 0.140 -0.077 3.469 0.3 0.4 -0.3
C -0.488 1.060 3.851 0.2 0.3 0.3
O -0.050 1.922 4.541 -0.2 -0.5 -0.3
O -1.761 1.086 3.312 -0.2 -0.3 0.0
C -1.970 -0.203 2.755 0.5 0.2 0.5
I -2.535 -1.462 4.462 -0.2 -0.1 -0.4
H 2.247 -1.490 2.875 0.0 0.0 -0.1
H 3.956 -1.425 3.247 -0.1 0.0 0.0
H 3.445 -2.203 1.758 -0.2 0.0 0.0
H 4.098 0.599 2.246 -0.1 0.1 -0.1
H 3.723 -0.132 0.696 -0.1 0.0 0.0
H 1.356 1.302 -0.059 0.0 -0.2 -0.1
H 1.520 -0.437 0.121 0.1 0.0 0.2
H -0.761 0.050 0.239 0.0 0.1 -0.1
H -0.566 1.459 1.250 0.0 -0.1 0.3
H 0.639 -2.062 1.388 -0.1 0.1 0.1
H -0.288 -2.575 2.772 0.0 0.1 0.0
H -2.198 -3.016 1.507 0.0 0.1 -0.1
H -1.017 -3.194 0.208 0.0 0.1 0.1
H -1.925 -1.706 0.359 0.1 0.0 -0.1
H -2.777 -0.263 2.036 0.0 0.4 0.0
O 0.860 -0.372 -2.781 0.0 -0.1 0.1
S -0.539 -0.060 -2.936 -0.1 0.2 0.0
O -1.551 -0.900 -2.343 0.1 -0.1 0.1
C -0.805 1.639 -2.438 0.0 0.2 -0.1
C -0.582 2.441 -3.716 0.0 -0.1 0.0
C -1.289 1.659 -4.831 0.0 0.0 0.1
C -0.890 0.184 -4.682 -0.1 0.2 -0.2
H -0.115 1.886 -1.635 0.0 -0.1 0.0
H -1.835 1.720 -2.088 0.0 0.0 0.0
H -0.972 3.453 -3.622 0.0 0.0 0.0
H 0.486 2.510 -3.928 0.0 0.0 0.0
H -2.370 1.761 -4.719 0.0 0.0 0.0
H -1.025 2.034 -5.818 0.0 0.0 0.0
H -1.686 -0.497 -4.971 0.0 -0.1 0.0
H 0.020 -0.051 -5.230 0.0 0.0 0.1
```
Forces are in eV/Å.

As for the HOMO-LUMO gap: 9.9 eV. Its total energy is -1656.4441 Ha. The HOMO energy is -9.55 eV. Its multiplicity is 1. Its SMILES is CCOCC[C@@]1(CC)OC(=O)O[C@@H]1I.O=S1(=O)CCCC1.

Quick look at the Mulliken charges, all values in e:
1 C -0.8595
2 C -0.3601
3 O -0.4135
4 C -0.5662
5 C -0.5987
6 C 1.1783
7 C -1.1724
8 C -1.3324
9 O -0.2992
10 C 0.6211
11 O -0.5305
12 O -0.3663
13 C -0.5590
14 I 0.0250
15 H 0.1624
16 H 0.3411
17 H 0.2728
18 H 0.4359
19 H 0.3130
20 H 0.1467
21 H 0.4868
22 H -0.1593
23 H 0.6137
24 H 0.2138
25 H 0.6530
26 H 0.2703
27 H 0.4009
28 H 0.3019
29 H 0.7297
30 O -0.6701
31 S 1.2736
32 O -0.6794
33 C -0.3011
34 C -0.7780
35 C -0.6389
36 C -0.7035
37 H 0.0834
38 H 0.4066
39 H 0.3801
40 H 0.3245
41 H 0.3047
42 H 0.3396
43 H 0.3448
44 H 0.3641